Entry from OMol25: a structure of composition C2H4F3NO5PmS2 (the ωB97M-V functional and the def2-TZVPD basis).

Geometry as XYZ:
```
18
Properties=species:S:1:pos:R:3:mulliken_spin:R:1
N 1.120 -1.372 -0.885 0.000
S 0.367 -2.209 0.302 0.000
O 0.233 -1.194 1.566 -0.005
O -1.147 -2.237 0.012 -0.003
S 0.432 -0.108 -1.547 -0.002
O -0.686 0.489 -0.748 -0.004
O 0.160 -0.258 -2.969 0.000
C 1.760 1.196 -1.451 -0.001
F 1.981 1.530 -0.195 0.000
F 2.869 0.721 -1.987 0.000
F 1.358 2.257 -2.127 0.000
Pm -2.008 -0.431 1.035 4.039
O -1.289 0.735 2.885 -0.023
H -1.719 0.754 3.741 0.001
C 0.870 -0.228 3.025 0.000
H 1.494 0.327 2.308 0.000
H 0.396 -0.468 3.985 0.000
H 1.808 -0.528 3.515 0.000
```

Results
HOMO-LUMO gap (alpha / beta) = 8.7 / 9.1 eV
LUMO level (alpha / beta) = -5.30 / -4.96 eV
Expectation value of S² = 6.01
Energy = -2213.5267 Eh
2S+1 = 5
Total charge = +1

Entry from OMol25: a cluster of 14 separate species, C5H40N2O13 in total (the ωB97M-V functional and the def2-TZVPD basis).

Geometry as XYZ:
```
60
Properties=species:S:1:pos:R:3:mulliken_spin:R:1
N 1.612 1.265 0.915 0.037
C 0.259 0.812 0.617 -0.190
C -0.922 1.801 0.360 0.199
N -2.116 1.309 1.053 -0.547
C -2.910 0.462 0.140 -0.237
C -3.723 -0.610 0.855 0.668
C -2.867 2.390 1.667 0.231
H 1.766 1.587 1.862 -0.042
H 1.964 2.064 0.393 0.004
H 0.283 0.243 -0.318 -0.030
H 0.028 0.135 1.433 0.388
H -0.636 2.810 0.657 0.085
H -1.092 1.827 -0.711 -0.006
H -2.160 0.024 -0.521 0.078
H -3.523 1.061 -0.553 -0.038
H -4.673 -0.230 1.218 0.009
H -3.108 -1.188 1.540 -0.131
H -3.927 -1.337 0.056 -0.047
H -3.103 3.291 1.064 0.004
H -3.765 1.992 2.129 -0.013
H -2.152 2.886 2.335 0.035
H 0.105 -4.434 -2.395 0.000
H 0.493 -3.219 -1.622 0.000
O 0.877 -4.003 -2.029 -0.015
H -2.894 -0.133 -4.597 -0.007
H -1.653 -0.045 -3.561 0.000
O -2.258 -0.621 -4.072 0.015
H 1.335 1.179 5.343 -0.038
H 0.223 0.823 4.402 0.277
O 1.061 1.336 4.432 0.269
H 4.017 -0.250 -2.496 0.001
H 4.154 0.189 -1.131 0.005
O 4.713 0.119 -1.924 0.011
H 2.651 -0.501 0.580 0.005
H 2.328 -1.919 0.032 -0.020
O 2.624 -1.020 -0.249 0.061
H 2.647 -1.948 -3.345 -0.003
H 1.889 -1.274 -2.203 0.003
O 2.211 -1.122 -3.108 0.011
H -1.984 -3.977 -2.277 -0.003
H -1.889 -2.463 -2.715 0.022
O -1.668 -3.107 -2.027 -0.031
H -0.223 1.866 -2.676 -0.002
H 0.333 0.398 -3.156 0.004
O -0.407 0.924 -2.834 0.005
H -0.309 -1.812 3.099 0.200
H 0.976 -0.942 3.254 0.147
O 0.648 -1.849 3.259 -0.176
H 1.139 -2.753 1.804 -0.012
H 0.945 -3.653 0.502 -0.008
O 1.567 -3.113 0.996 0.109
H -1.980 0.050 3.849 0.245
H -1.833 -0.811 4.973 0.533
O -1.258 -0.177 4.479 -1.073
H 4.605 2.633 -0.584 0.000
H 3.897 1.901 -1.745 0.000
O 3.871 2.703 -1.199 0.000
H 1.250 2.151 -1.244 0.005
H 1.584 3.322 -2.326 0.000
O 0.978 2.961 -1.677 0.004
```

Results
HOMO-LUMO gap (alpha / beta) = 2.1 / 7.9 eV
LUMO level (alpha / beta) = 2.23 / 2.19 eV
Expectation value of S² = 0.75
Energy = -1302.0879 Eh
2S+1 = 2
Total charge = -1

Here are the calculated max |F| numbers, same order: 4.23, 1.80 (eV/Å).
Here are the calculated relative energy (zero: lowest compared OMol25 entry of this formula, charge and spin) numbers, same order: 167.2, 84.3 (kJ/mol).